Record 1
{"formula": "H4N2O3S", "method": "ωB97M-V with the def2-TZVPD basis set", "elements": ["N", "S", "O", "O", "N", "O", "H", "H", "H", "H"], "xyz": [[0.339, 1.441, 0.524], [1.109, -0.034, 0.178], [2.097, -0.042, -0.815], [1.476, -0.490, 1.461], [-0.561, -1.312, -0.459], [-1.715, -0.568, -0.193], [-0.667, 1.143, 0.280], [0.444, 2.213, -0.151], [-0.515, -1.523, -1.434], [-2.008, -0.828, 0.609]], "mulliken_charge": [-0.5457, 1.0156, -0.5012, -0.5025, -0.3295, -0.4140, 0.3519, 0.3147, 0.2641, 0.3466], "smiles": "NS(=O)(=O)NO", "max_force_ha_per_bohr": 0.1079, "charge": 0, "gap_ev": [9.63, 9.62], "relative_energy_kj_mol": 165.6, "e_homo_ha": [-0.3628, -0.3627]}

=====

Record 2
{"formula": "H4N2O3Si", "method": "ωB97M-V with the def2-TZVPD basis set", "elements": ["N", "N", "O", "O", "O", "Si", "H", "H", "H", "H"], "xyz": [[-1.130, 0.992, 0.734], [1.566, 0.103, -0.227], [2.167, 1.162, -0.284], [2.113, -1.017, -0.312], [-0.576, -1.637, 0.486], [-0.166, -0.177, 0.056], [-2.045, 0.721, 0.854], [-0.990, 1.619, 1.415], [-0.153, -2.471, 0.154], [-0.787, 0.703, -2.875]], "mulliken_charge": [-0.3074, 0.9368, -0.5649, -0.5577, -0.3901, 0.1072, 0.2185, 0.2475, 0.3646, -0.0546], "max_force_ha_per_bohr": 0.0845, "charge": 0, "gap_ev": [9.53, 6.62], "relative_energy_kj_mol": 444.5, "e_homo_ha": [-0.3763, -0.2769]}

=====

Record 3
{"formula": "H4N2O4PS", "method": "ωB97M-V with the def2-TZVPD basis set", "elements": ["N", "N", "O", "O", "O", "O", "P", "S", "H", "H", "H", "H"], "xyz": [[-1.703, 0.524, -0.132], [-0.446, -0.781, -2.253], [-0.050, -0.421, 2.404], [2.288, 0.264, 2.268], [1.065, 0.110, 0.106], [0.190, 1.722, -1.576], [-0.375, 0.403, -1.262], [1.255, -0.732, 1.858], [-1.913, -0.475, -0.170], [-1.405, 0.704, 0.884], [-0.876, -1.650, -2.002], [1.969, 0.330, -0.125]], "mulliken_charge": [-0.6847, -0.7154, -0.5595, -0.5706, -0.5394, -0.6709, 0.9987, 0.6668, 0.2406, 0.3203, 0.2061, 0.3079], "max_force_ha_per_bohr": 0.0550, "charge": -1, "gap_ev": 9.24, "relative_energy_kj_mol": 20.0, "e_homo_ha": -0.2111}

=====

Record 4
{"formula": "H4NO2P2", "method": "ωB97M-V with the def2-TZVPD basis set", "elements": ["N", "O", "O", "P", "P", "H", "H", "H", "H"], "xyz": [[2.706, 0.329, 0.338], [-1.100, 0.737, -1.305], [-2.168, 1.430, 0.889], [-2.623, -1.455, 0.228], [-1.818, 0.344, -0.064], [2.540, -0.658, 0.086], [1.946, 0.416, 0.987], [2.285, 0.829, -0.445], [-1.768, -1.972, -0.715]], "mulliken_charge": [-0.7541, -0.6398, -0.6541, -0.2286, 0.5586, 0.2315, 0.2484, 0.2729, -0.0348], "max_force_ha_per_bohr": 0.0518, "charge": -1, "gap_ev": 7.84, "relative_energy_kj_mol": 88.6, "e_homo_ha": -0.1427}

=====

Record 5
{"formula": "H4NO2PS", "method": "ωB97M-V with the def2-TZVPD basis set", "elements": ["O", "S", "P", "O", "H", "N", "H", "H", "H"], "xyz": [[3.700, 0.647, -0.796], [3.062, 0.261, 0.432], [0.878, -0.185, 0.130], [1.688, 1.179, 0.669], [0.807, -0.879, 1.333], [-2.554, 0.041, -0.511], [-3.429, -0.262, 0.022], [-1.714, -0.090, -0.005], [-2.439, -0.711, -1.274]], "mulliken_charge": [-0.4386, 0.4485, 0.1761, -0.2501, 0.0693, -0.6494, 0.2392, 0.1507, 0.2544], "smiles": "O=S1#[PH]O1.N", "max_force_ha_per_bohr": 0.0694, "charge": 0, "gap_ev": 8.63, "relative_energy_kj_mol": 425.6, "e_homo_ha": -0.3489}

=====

Record 6
{"formula": "H4NO2PS", "method": "ωB97M-V with the def2-TZVPD basis set", "elements": ["N", "P", "O", "O", "S", "H", "H", "H", "H"], "xyz": [[0.442, 1.030, 0.762], [-0.534, -0.048, -0.040], [0.576, -1.643, 0.086], [-0.225, 0.169, -1.611], [-2.484, -0.116, 0.327], [0.395, 0.991, 1.856], [1.320, 1.054, 0.262], [0.030, -2.383, 0.091], [0.480, 0.946, -1.733]], "mulliken_charge": [-0.5329, 0.7306, -0.5822, -0.4423, -0.3492, 0.2908, 0.2483, 0.2996, 0.3374], "smiles": "NP(O)(O)=S", "max_force_ha_per_bohr": 0.1069, "charge": 0, "gap_ev": 9.51, "relative_energy_kj_mol": 134.2, "e_homo_ha": -0.3456}

=====

Record 7
{"formula": "H4NO2PS", "method": "ωB97M-V with the def2-TZVPD basis set", "elements": ["N", "P", "O", "O", "S", "H", "H", "H", "H"], "xyz": [[1.199, -0.301, 1.579], [0.234, 0.091, 0.354], [-1.134, -0.752, 0.580], [0.759, -0.607, -0.924], [-0.918, 2.044, -0.957], [0.772, -0.011, 2.487], [-1.605, -0.723, -0.254], [1.542, -1.213, -0.736], [-0.848, 1.472, -2.130]], "mulliken_charge": [-0.6619, 0.8275, -0.4229, -0.4935, -0.3272, 0.2423, 0.3279, 0.3669, 0.1409], "smiles": "N=P(O)(O)S", "max_force_ha_per_bohr": 0.0644, "charge": 0, "gap_ev": 8.32, "relative_energy_kj_mol": 251.1, "e_homo_ha": -0.3545}

=====

Record 8
{"formula": "H4NO2PS", "method": "ωB97M-V with the def2-TZVPD basis set", "elements": ["N", "O", "O", "P", "S", "H", "H", "H", "H"], "xyz": [[-0.865, -0.049, 0.957], [-4.672, 2.004, -0.553], [-2.023, 1.969, -0.241], [-3.661, 1.887, 0.504], [-1.990, 0.441, -0.235], [0.156, 0.103, 0.705], [-0.952, 0.211, 1.974], [3.873, 0.476, 0.012], [3.045, 0.114, -0.174]], "mulliken_charge": [-0.4869, -0.4349, -0.2303, 0.4277, 0.2017, 0.2442, 0.2730, 0.1363, -0.1308], "max_force_ha_per_bohr": 0.0882, "charge": 0, "gap_ev": 9.65, "relative_energy_kj_mol": 406.6, "e_homo_ha": -0.3555}

=====

Record 9
{"formula": "H4NOPS", "method": "ωB97M-V with the def2-TZVPD basis set", "elements": ["O", "P", "S", "H", "N", "H", "H", "H"], "xyz": [[-0.969, 0.066, 0.847], [-2.162, -0.919, 0.471], [-3.488, 0.374, -0.185], [0.012, -0.090, 0.421], [1.412, 0.148, -0.244], [1.515, 0.623, -1.149], [2.055, 0.613, 0.489], [1.624, -0.815, -0.649]], "mulliken_charge": [-0.4101, 0.1892, -0.3177, 0.5153, -0.8427, 0.2741, 0.2833, 0.3085], "smiles": "OP=S.N", "max_force_ha_per_bohr": 0.0530, "charge": 0, "gap_ev": 8.22, "relative_energy_kj_mol": 80.2, "e_homo_ha": -0.3127}

=====

Record 10
{"formula": "H4NP", "method": "ωB97M-V with the def2-TZVPD basis set", "elements": ["N", "P", "H", "H", "H", "H"], "xyz": [[1.324, 0.202, 0.035], [-0.144, -0.235, 0.236], [1.766, 1.014, 0.469], [-0.260, -1.308, -0.833], [-1.876, 1.182, -1.179], [-0.811, -0.855, 1.271]], "mulliken_charge": [-0.4613, 0.0802, 0.2312, 0.0922, -0.0359, 0.0937], "max_force_ha_per_bohr": 0.0864, "charge": 0, "gap_ev": [9.05, 7.98], "relative_energy_kj_mol": 429.9, "e_homo_ha": [-0.3626, -0.3109]}